Molecular formula: C42H34N6O6ScTe
Method: DFT, ωB97M-V/def2-TZVPD

Last column: Mulliken charge in e.
Geometry (Å):
C -1.378 -4.082 4.920  -0.86
C 0.221 1.130 -3.711  0.23
C -1.518 -2.771 4.570  -0.26
C 0.083 0.179 4.116  0.17
C -1.441 2.251 4.770  -1.10
H 6.322 -1.328 -1.683  0.43
C 0.728 1.672 -5.024  -1.88
H -0.833 2.488 5.664  0.50
C -3.075 1.057 -1.883  0.71
C -5.017 1.555 -3.323  -0.24
C 3.096 -3.339 -1.505  -1.06
O 0.321 -0.426 2.996  -0.30
H 2.159 -1.715 -2.480  0.54
H -4.140 5.292 -3.531  0.40
H -0.357 -5.051 -1.706  0.44
C -3.513 2.418 3.526  -0.66
C 2.491 -2.085 -1.536  -0.79
C 4.970 1.668 -0.859  -0.34
C 0.670 0.393 -1.463  0.31
H 0.758 2.748 -4.978  0.35
Te 4.135 3.095 1.678  0.29
H -0.969 -5.750 3.606  0.18
H 2.588 -1.304 1.761  0.54
O -4.659 1.239 1.022  -0.49
O 0.612 -0.041 5.185  -0.62
C -5.435 3.731 -4.196  -0.42
C -0.883 -3.986 1.290  0.20
C -3.795 0.577 1.729  0.31
H -2.657 3.735 -2.208  0.48
Sc -1.150 -0.943 1.703  0.09
H 0.483 2.206 0.197  0.09
C 1.090 0.731 -2.725  -0.23
C -2.663 2.864 4.549  -0.39
O -1.094 0.035 0.050  -0.04
C -1.104 1.144 4.001  0.96
N -1.167 -4.773 3.732  -0.09
H -2.900 3.747 5.140  0.46
H -4.474 2.858 3.336  0.58
C -0.481 -3.138 -0.639  -0.65
C 5.931 -0.543 -1.054  -0.45
C -4.359 4.231 -3.469  -0.83
C 2.256 -1.354 -0.378  1.59
H 1.104 2.145 1.840  0.02
C 5.417 0.587 -1.641  -0.59
H 4.037 -4.807 -0.208  0.46
H 4.566 2.514 -1.389  0.57
O -3.398 -0.559 1.497  -0.63
H 5.423 0.596 -2.710  0.44
H 1.752 1.349 -5.262  0.41
H 2.686 3.191 -0.535  0.36
H 3.235 -3.944 -2.416  0.40
H 6.445 -1.498 0.770  0.43
H -0.885 -6.008 0.589  0.19
C 5.021 1.585 0.495  -0.21
H 1.939 4.166 0.699  0.57
N -1.419 -2.645 3.221  0.38
C 3.506 -3.864 -0.290  -0.62
N -0.728 -2.851 0.651  0.59
C -1.172 -3.865 2.753  0.05
C -1.625 0.973 -2.140  0.17
H -1.632 -1.880 5.170  0.53
O -3.645 0.306 -1.097  -0.95
H -1.782 1.624 -4.154  0.54
C -5.755 2.382 -4.134  -0.75
H -6.540 1.967 -4.721  0.45
N 1.965 0.753 0.617  0.25
N -1.894 0.776 3.011  0.59
H 3.676 -3.550 1.821  0.48
H 2.168 0.688 -2.975  0.39
H -4.697 0.783 0.123  0.43
C 2.363 3.187 0.496  -1.81
C -3.092 1.332 2.796  0.63
C -0.490 -4.481 -0.805  -1.16
N -0.797 -5.010 0.421  -0.08
H 5.616 0.417 2.222  0.29
H 0.096 1.359 -5.851  0.40
C 5.597 0.477 1.099  -0.21
H -5.942 4.347 -4.910  0.41
H -5.201 0.473 -3.325  0.36
C 3.313 -3.151 0.880  -1.14
H -1.313 -4.596 5.876  0.41
C 1.379 2.064 0.777  0.38
C -3.546 3.385 -2.731  0.04
H -0.258 -2.381 -1.351  0.71
C 2.708 -1.902 0.857  0.09
C 1.627 0.002 -0.357  -0.27
C -0.714 0.428 -1.146  -0.15
C 6.040 -0.602 0.319  -0.53
C -1.109 1.288 -3.389  -0.77
C -3.895 2.038 -2.659  0.36

M (g/mol): 891.33
Total charge: +1
ΔE to the lowest compared entry with this formula, charge and spin (eV): 0.000


Molecular formula: C42H35AsF6N9O2S2W
Method: DFT, ωB97M-V/def2-TZVPD

Last column: Löwdin spin population.
Geometry (Å):
C 3.730 -1.730 2.372  0.00
N 0.378 -1.964 -3.151  0.16
C 2.456 1.593 -3.561  0.03
C -2.212 -0.157 -1.182  0.00
C 3.564 0.798 -4.213  0.03
F -5.557 -1.664 2.435  0.00
H 1.017 0.531 -5.352  0.00
H -3.670 -0.670 -2.619  0.00
H 2.089 2.378 -4.221  0.01
H 2.766 2.041 -2.620  0.00
C -3.794 -2.897 -4.359  0.00
O -0.187 -1.895 2.038  0.00
C 4.282 -0.126 -3.458  0.01
H 3.293 1.680 -6.155  0.00
N -1.288 3.141 -0.038  0.01
C -0.148 6.474 2.611  0.00
H 3.796 0.924 4.460  0.00
H -4.401 -4.115 -1.259  0.00
H -0.960 1.482 7.719  0.00
C 4.832 0.186 -6.163  0.00
C 0.649 3.860 2.793  0.00
H -4.095 1.757 -3.214  0.00
C -1.730 -3.293 -3.175  0.01
H -1.772 -2.718 7.907  0.00
C 2.372 0.601 2.925  0.00
H -2.060 -1.186 -0.912  0.00
C 5.274 -0.888 -4.054  0.00
C -2.457 -3.743 -2.079  0.00
H 5.042 -1.197 4.003  0.00
C -1.779 2.073 -0.750  0.01
N -0.414 -2.041 3.313  0.01
H -1.600 -0.519 9.016  0.00
N 1.907 -0.220 1.948  0.03
C -1.213 -1.974 5.988  0.00
W -0.172 -0.048 1.169  0.83
C -2.693 2.434 -1.748  0.00
S 0.197 -1.933 -0.494  0.10
C 0.562 -1.252 -2.042  0.11
H 2.220 -1.978 0.896  0.00
H 0.185 -3.837 -4.009  0.00
H 1.878 -1.663 -4.599  0.00
C -0.638 5.572 1.675  0.00
C -0.752 0.418 5.878  0.00
C -0.218 -3.316 -3.141  0.01
C -3.371 1.476 -2.460  0.00
H -1.306 -2.925 5.485  0.00
C 5.546 -0.734 -5.408  0.01
C 0.827 -1.412 -4.428  0.03
C 3.837 0.949 -5.568  0.01
C -3.845 -3.764 -2.118  0.00
H 0.233 -1.855 -5.225  0.00
H -1.863 -2.553 -5.198  0.00
H 1.092 6.803 4.327  0.00
H -1.318 5.875 0.891  0.00
C -0.556 3.074 0.999  0.01
C -1.024 0.518 7.233  0.00
H 6.322 -1.326 -5.873  0.00
N -1.485 0.773 -0.508  0.02
C -4.514 -3.345 -3.258  0.00
C 0.732 6.071 3.617  0.00
C -0.221 4.260 1.797  0.00
C 1.155 4.751 3.721  0.00
N 1.342 0.672 -3.300  0.45
H 5.843 -1.594 -3.465  0.00
C 0.923 2.435 2.586  0.00
H -1.938 -4.086 -1.191  0.00
H -0.477 1.284 5.296  0.00
C -1.383 -0.607 7.960  0.00
H 4.232 -2.649 2.107  0.00
C 2.611 -1.354 1.682  0.01
N 0.085 1.963 1.567  0.04
F -4.516 0.140 0.963  0.00
H -2.862 3.490 -1.887  0.00
H -0.429 0.340 -4.327  0.01
C -0.847 -0.832 5.291  0.00
H 5.055 0.316 -7.213  0.00
H 4.078 -0.240 -2.397  0.00
C 0.632 0.095 -4.434  0.03
H 1.846 4.431 4.489  0.00
H 0.138 -3.844 -2.258  0.00
F -3.841 0.035 3.277  0.00
F -2.143 -0.411 1.506  0.04
H -5.595 -3.379 -3.295  0.00
C 4.175 -0.922 3.419  0.00
H -0.452 7.510 2.563  0.00
C 1.136 0.035 -2.100  0.28
C -1.478 -1.847 7.339  0.00
F -3.133 -2.233 2.961  0.00
H -4.312 -2.589 -5.258  0.00
N 1.858 1.835 3.218  0.01
F -3.784 -2.124 0.661  0.00
S 1.418 0.939 -0.671  0.61
O -0.454 0.172 3.180  0.00
N -0.566 -0.943 3.881  0.01
As -4.027 -1.108 2.024  0.00
C -3.136 0.142 -2.147  0.01
C -2.409 -2.869 -4.316  0.00
C 3.494 0.238 3.683  0.00

M (g/mol): 1134.69
Total charge: +2
Multiplicity: 4
ΔE to the lowest compared entry with this formula, charge and spin (eV): 0.492


Molecular formula: C42H35BrCl2F5N4O2PS3ScSi
Method: DFT, ωB97M-V/def2-TZVPD

Last column: Mulliken charge in e.
Geometry (Å):
H -2.374 -7.708 1.061  0.31
H -2.394 -5.796 -2.747  0.29
H -0.789 -0.814 -6.866  0.37
H -3.018 5.894 -1.056  0.44
H -2.861 3.049 3.729  0.44
H -3.691 -4.437 1.101  0.28
F 5.002 0.537 0.616  -0.33
Si -2.025 -5.649 -0.293  0.23
F 5.791 0.908 -4.011  -0.32
C -6.461 -1.451 -0.848  -0.58
S -2.010 -2.091 0.044  -0.18
C 5.437 0.725 -1.692  0.54
Cl -1.224 3.193 2.050  -0.12
F 3.219 0.412 -4.506  -0.35
H 0.856 -1.431 7.800  0.36
C -0.596 -3.055 -0.216  0.42
C -1.592 -6.948 0.999  -1.14
H 2.679 4.837 0.810  0.47
C 1.170 -1.203 4.442  -0.30
H -4.876 6.307 -2.637  0.38
F 6.733 0.981 -1.455  -0.34
C -4.481 5.306 -2.512  -0.49
C -1.898 1.399 -4.557  -0.57
H -7.322 -2.049 -0.577  0.39
C -1.391 0.919 -5.757  -0.65
C 1.686 2.889 0.653  -1.41
C -2.204 0.521 -3.524  0.45
H 0.152 2.549 -2.169  0.12
H -1.213 -7.002 -2.233  0.33
C -5.036 -0.498 -2.533  -0.33
P -2.756 1.081 -1.887  0.61
C 0.730 2.913 -1.332  -0.56
C 0.605 -1.197 6.772  -0.16
C 3.616 0.424 -3.227  -0.07
C -4.526 2.968 -3.064  -0.17
C -0.485 -0.228 2.813  0.18
H -1.298 -2.383 -5.020  0.44
H 0.746 -6.096 -0.818  0.25
C 1.488 -1.512 5.751  -0.11
H -3.893 0.260 0.555  0.16
N -0.564 -0.606 6.550  -0.65
H 1.925 2.409 1.591  0.54
S 1.015 -0.136 -2.541  0.01
C -4.547 -0.147 -0.208  -0.38
H 2.552 -2.237 -0.625  0.29
C 2.083 4.127 0.264  -0.40
N -1.692 1.106 -0.775  0.35
H -2.130 3.585 -0.768  0.55
H -2.051 2.464 -4.427  0.41
H 2.781 -4.685 -1.001  0.43
C -3.475 2.732 -2.180  0.04
C -3.699 -4.940 0.135  -0.89
H -5.840 4.425 -3.924  0.40
H -6.768 -1.688 -2.960  0.40
C -0.055 -0.598 4.207  0.26
C -1.985 -0.846 -3.701  -0.48
H -2.191 -1.533 -2.885  0.36
H 1.840 -1.411 3.619  0.55
H -4.785 -0.366 -3.580  0.42
C -3.438 5.076 -1.628  -0.98
C -4.226 0.055 -1.547  0.69
C -2.151 -6.514 -1.960  -1.11
C -1.481 -1.323 -4.899  -0.55
H -4.037 -4.211 -0.601  0.18
C 4.952 0.686 -2.989  0.30
O 0.465 -0.131 1.957  -0.32
H -2.935 -7.275 -1.944  0.33
H -2.901 1.672 2.573  -0.22
C -1.187 -0.441 -5.930  -0.64
C 3.232 0.230 -0.919  -1.05
H -0.651 -7.453 0.769  0.32
N 0.920 2.210 -0.259  1.63
Sc -0.274 -0.054 0.010  0.59
H -1.844 0.141 5.112  0.53
Cl -4.134 3.539 1.821  -0.19
N 0.529 -2.314 -0.282  0.56
S 1.472 4.449 -1.305  -0.21
O -1.671 -0.022 2.565  -0.67
C -2.935 3.792 -1.464  -0.33
C 2.689 0.183 -2.204  0.78
H -5.887 -1.065 1.185  0.44
H -4.958 2.147 -3.626  0.37
H -1.145 1.611 -6.553  0.40
C -6.150 -1.250 -2.186  -0.87
C -0.882 -0.325 5.289  -0.19
F 2.434 0.005 0.149  0.20
C 1.820 -4.251 -0.766  -1.47
C -5.026 4.249 -3.233  -0.73
H -4.413 -5.770 0.171  0.38
C 0.667 -5.022 -0.666  -0.19
Br 3.129 -2.358 6.173  -0.20
C 1.694 -2.892 -0.562  -0.32
H -1.489 -6.488 1.984  0.32
C -5.659 -0.897 0.140  -0.56
C 4.560 0.498 -0.649  -0.16
C -0.570 -4.457 -0.389  0.30
C -2.805 2.744 2.690  0.13

M (g/mol): 1073.78
Total charge: -1
ΔE to the lowest compared entry with this formula, charge and spin (eV): 0.672


- Among the records above, which one has the highest total charge?
  C42H35AsF6N9O2S2W